{"formula": "C3H3KMgO4", "method": "ωB97M-V/def2-TZVPD", "energy_ev": -33114.585, "total_charge": 1, "multiplicity": 2, "s2": 0.750, "gap_ev": [7.265, 9.472], "lumo_energy_ev": [-3.4, -4.4], "symbols": ["K", "Mg", "O", "O", "O", "O", "C", "C", "C", "H", "H", "H"], "coordinates": [[-0.585, 2.055, -0.667], [-1.517, -1.392, 1.333], [-0.965, -0.431, -0.542], [0.794, -1.238, -1.628], [0.591, -1.517, 0.601], [1.388, 1.063, 0.708], [1.923, -1.258, 0.980], [2.197, 0.220, 1.035], [0.180, -0.987, -0.625], [2.065, -1.689, 1.981], [2.643, -1.715, 0.282], [3.163, 0.507, 1.490]], "nbo_charge": [0.99, 0.96, -0.94, -0.60, -0.65, -0.61, -0.19, 0.46, 0.92, 0.24, 0.26, 0.16]}

***

{"formula": "C56H154N14O14", "method": "ωB97M-V/def2-TZVPD", "energy_ev": -110087.375, "total_charge": 0, "multiplicity": 1, "gap_ev": 8.597, "lumo_energy_ev": 0.3, "symbols": ["O", "O", "O", "O", "O", "O", "O", "O", "O", "O", "O", "O", "O", "O", "N", "N", "N", "N", "N", "N", "N", "N", "N", "N", "N", "N", "N", "N", "C", "C", "C", "C", "C", "C", "C", "C", "C", "C", "C", "C", "C", "C", "C", "C", "C", "C", "C", "C", "C", "C", "C", "C", "C", "C", "C", "C", "C", "C", "C", "C", "C", "C", "C", "C", "C", "C", "C", "C", "C", "C", "C", "C", "C", "C", "C", "C", "C", "C", "C", "C", "C", "C", "C", "C", "H", "H", "H", "H", "H", "H", "H", "H", "H", "H", "H", "H", "H", "H", "H", "H", "H", "H", "H", "H", "H", "H", "H", "H", "H", "H", "H", "H", "H", "H", "H", "H", "H", "H", "H", "H", "H", "H", "H", "H", "H", "H", "H", "H", "H", "H", "H", "H", "H", "H", "H", "H", "H", "H", "H", "H", "H", "H", "H", "H", "H", "H", "H", "H", "H", "H", "H", "H", "H", "H", "H", "H", "H", "H", "H", "H", "H", "H", "H", "H", "H", "H", "H", "H", "H", "H", "H", "H", "H", "H", "H", "H", "H", "H", "H", "H", "H", "H", "H", "H", "H", "H", "H", "H", "H", "H", "H", "H", "H", "H", "H", "H", "H", "H", "H", "H", "H", "H", "H", "H", "H", "H", "H", "H", "H", "H", "H", "H", "H", "H", "H", "H", "H", "H", "H", "H", "H", "H", "H", "H", "H", "H", "H", "H", "H", "H", "H", "H", "H", "H", "H", "H", "H", "H"], "coordinates": [[-3.299, -4.487, -1.243], [0.672, -1.536, -0.128], [3.874, -5.305, -3.441], [3.977, 0.092, 7.772], [0.523, 5.779, 6.020], [-4.455, -1.102, -2.751], [-2.164, 0.600, 6.735], [-6.015, 4.285, -1.122], [2.715, 3.061, -3.554], [-3.731, 2.872, 2.700], [3.751, 1.715, 0.341], [1.911, -4.859, 0.555], [4.926, -1.667, -6.409], [-0.756, -1.596, -6.244], [1.760, -2.489, 2.574], [-6.553, -0.146, -4.489], [2.762, -0.110, 4.255], [-2.925, 6.037, -2.141], [5.752, -3.170, -3.342], [-3.871, -1.825, 4.574], [-0.920, -5.161, 1.352], [3.542, 3.478, 2.475], [-5.862, -0.093, 3.144], [1.199, 2.704, 4.099], [1.273, 0.852, 1.516], [-1.287, -5.240, -6.288], [-0.511, 4.743, -3.226], [4.515, -0.337, -3.907], [-3.691, -1.542, -1.652], [5.130, -5.545, -2.822], [3.724, 3.086, 0.031], [-3.167, -0.169, 6.105], [4.732, 1.115, 5.082], [-0.733, 1.855, 0.648], [4.842, -3.670, -1.122], [2.906, -3.197, 1.957], [0.799, -2.225, -1.342], [2.569, -4.676, 1.788], [-0.562, -2.869, -6.824], [-1.018, -0.490, -7.093], [-6.248, 0.431, -3.163], [2.812, 5.296, 0.954], [-3.472, 5.093, 0.064], [-3.820, 4.073, 3.441], [2.112, -0.335, -4.385], [-0.967, -3.896, -5.787], [-2.044, -4.640, -0.645], [3.348, -6.467, -4.061], [-5.528, 1.158, 1.025], [0.351, 3.872, 4.514], [0.133, -4.026, -4.737], [-2.166, -4.610, 0.865], [-3.268, -4.508, -2.656], [-4.797, 0.270, -2.736], [-1.790, -0.540, 3.979], [-0.185, 2.377, -2.972], [0.644, 5.883, 7.410], [4.299, 0.860, -0.628], [-5.229, 5.307, -1.763], [2.993, 3.794, 1.141], [5.339, -1.622, -7.749], [0.543, 3.717, -2.924], [-0.932, 3.276, 5.049], [-1.626, 0.069, 7.898], [3.026, 0.301, 6.748], [-2.466, -3.223, 1.376], [-7.373, 4.497, -1.384], [-3.776, 5.042, -1.413], [1.682, 3.946, -3.897], [-4.682, 1.970, 3.230], [0.163, -0.242, -0.391], [1.194, 4.656, 5.468], [3.716, -0.948, -6.158], [-7.162, -0.124, -2.100], [-4.928, 0.742, 2.371], [3.712, 2.936, -4.546], [-2.622, -1.152, 5.095], [3.456, -0.999, -4.680], [2.056, -6.134, -0.053], [5.643, -4.216, -2.280], [3.491, 0.246, 9.061], [4.143, -2.988, 2.818], [3.706, 0.033, 5.420], [-0.020, 0.526, 0.908], [3.360, -2.057, -4.392], [1.894, -0.528, 4.602], [3.360, 3.310, -0.987], [-4.422, -1.142, 4.064], [-6.719, -0.229, 2.616], [3.074, 1.240, 9.278], [2.153, 4.988, 5.042], [-3.797, -0.678, 6.843], [-5.630, 2.480, 3.452], [-0.786, -5.027, 2.346], [2.945, -1.480, -6.731], [-6.610, -0.912, -1.583], [4.762, 3.464, -0.109], [-3.714, 6.061, 0.532], [-1.505, 1.667, -0.123], [-0.725, 4.579, -4.211], [-4.180, 4.475, 0.634], [3.902, -3.196, -1.433], [-1.658, -2.592, 0.984], [-1.838, -3.456, -5.292], [-2.155, -2.034, 5.548], [-0.704, 2.843, 6.037], [5.358, -2.896, -0.549], [2.329, -6.213, -4.335], [-5.483, -1.031, 3.250], [-6.411, -1.154, -4.430], [1.969, 0.575, -4.983], [5.358, -0.459, -4.465], [-6.400, 1.508, -3.285], [0.486, -2.997, -7.138], [1.959, 5.476, 0.303], [3.993, 2.564, 2.436], [0.194, 4.365, 3.541], [-1.333, -3.861, -0.983], [-2.002, -0.524, -7.571], [3.377, -7.284, -3.329], [4.420, -1.935, 2.882], [-2.303, -4.141, -3.025], [-2.384, -0.524, 8.432], [2.495, 0.859, 4.055], [1.256, -3.211, -1.228], [4.324, 2.102, 4.870], [4.777, -3.108, -3.648], [0.261, -3.075, -4.215], [5.379, -0.608, -8.154], [5.386, 1.189, 5.960], [3.627, 0.693, -1.474], [0.939, 0.206, -1.030], [-2.662, -1.161, -1.761], [-0.846, -0.179, 4.421], [-3.457, -5.509, -3.081], [-0.073, -4.833, 0.883], [2.002, 3.325, 1.102], [-6.561, 1.513, 1.088], [4.059, 3.940, -4.838], [1.245, -0.926, -4.716], [-3.585, 3.828, 4.482], [1.870, -4.947, 2.589], [3.064, -6.245, -0.486], [-3.119, 4.853, 3.125], [4.512, 2.326, -4.149], [-1.072, 2.470, -2.361], [-0.909, 0.381, -6.449], [-0.785, -0.605, 7.699], [4.226, -0.933, 5.476], [-5.821, 0.206, -5.108], [3.911, -3.252, 3.856], [5.256, 1.273, -0.976], [3.921, -6.784, -4.941], [-3.450, -2.840, 1.086], [6.185, -3.610, -4.158], [-1.191, -2.857, -7.726], [-5.634, 0.255, 0.403], [4.991, -6.229, -1.975], [-1.328, 0.857, 8.588], [-3.835, 0.546, 5.608], [1.892, -6.880, 0.729], [3.832, 0.079, -6.531], [6.674, -4.473, -1.997], [4.329, 0.042, 9.725], [3.490, -5.272, 1.838], [2.060, 4.963, -3.698], [-7.421, 0.666, -1.397], [1.377, 3.945, -4.953], [1.396, -6.216, -0.914], [1.612, 6.303, 7.695], [2.641, 5.810, 1.897], [-7.566, 4.621, -2.458], [-0.231, -0.437, -7.862], [-2.036, -5.177, -6.978], [-4.289, 1.668, 4.212], [5.390, 0.769, 4.282], [-3.488, 4.030, -1.751], [0.483, 4.927, 7.930], [-0.207, 2.722, 0.246], [-1.552, -5.554, -1.011], [4.541, -0.090, -0.149], [-4.002, 0.274, 2.019], [4.255, 4.170, 2.703], [-1.433, -1.258, 3.244], [-3.011, 5.891, -3.145], [0.545, 1.700, -2.525], [-2.992, -5.313, 1.023], [4.551, -4.454, -0.415], [2.690, -0.470, 9.307], [1.505, 3.925, 6.233], [-0.486, -5.570, -6.831], [-8.080, -0.560, -2.488], [-0.371, 2.103, -4.011], [2.096, 3.085, 3.734], [-5.388, 5.101, -2.829], [-7.759, 5.389, -0.882], [-0.067, -4.799, -3.998], [5.812, -5.896, -3.606], [2.048, -1.572, 2.911], [-4.159, 0.888, -3.392], [-2.468, -3.079, 2.454], [-0.169, -2.344, -1.850], [-0.796, -0.280, -0.927], [-1.247, 2.358, 4.555], [-1.385, 2.156, 1.473], [-0.188, 5.709, -3.179], [2.191, -0.410, 6.873], [-3.943, -1.103, -0.669], [-7.894, 3.606, -1.039], [0.946, 3.919, -1.928], [4.979, -3.587, 2.454], [-0.198, 6.475, 7.774], [0.794, 2.294, 3.258], [1.061, -4.261, -5.270], [3.315, 2.479, -5.463], [6.336, -2.056, -7.728], [1.118, -2.373, 1.790], [1.761, 1.393, 0.796], [-3.647, -2.613, 3.990], [-4.105, -3.922, -3.048], [4.689, -0.772, -3.012], [-4.784, 4.564, 3.244], [3.743, 5.684, 0.527], [1.490, -1.749, -2.061], [-3.701, -2.622, -1.570], [2.631, 1.326, 6.815], [1.918, 0.058, 1.559], [-1.990, 5.692, -1.949], [3.111, -2.833, 0.934], [-4.698, 0.740, -1.747], [-2.259, 0.338, 3.526], [-2.500, 4.779, 0.448], [-1.705, 4.031, 5.191], [1.970, -0.095, -3.334], [4.686, -2.265, -8.351], [-4.831, 1.795, 0.490], [-5.495, 6.324, -1.465], [-0.700, -0.056, 1.532]], "mulliken_charge": [-0.53, 2.15, -0.04, -0.34, -0.39, -0.27, -0.07, 0.00, 0.13, 0.48, -0.25, 0.39, -0.28, 0.07, -0.23, -0.83, 0.62, -0.90, -0.39, -0.80, -0.58, -0.33, -0.74, 0.41, 1.64, -0.70, -0.45, -0.20, -0.18, -1.03, -0.72, -1.48, -1.53, -1.38, -0.67, 1.96, -0.20, -1.48, -0.93, -0.81, 0.28, -1.60, -1.50, -1.26, -0.16, 0.58, 0.26, -0.78, -1.91, 0.74, -0.88, -0.08, -1.12, -0.08, 0.89, 0.08, -0.76, -0.81, -1.17, 2.00, -0.79, 1.15, -0.55, -0.86, -0.14, -0.10, -0.97, 1.78, -1.19, -0.76, -0.47, -0.78, -0.98, -0.97, 2.95, -0.99, 0.13, 1.61, -0.83, 0.41, -0.77, -1.82, 0.38, 3.57, -0.62, 0.17, -0.02, -0.11, 0.34, 0.29, 0.43, 0.53, 0.60, 0.38, 0.28, 0.09, 0.47, 0.33, 0.35, 0.28, 0.11, -0.23, -0.33, 0.05, 0.54, 0.15, 0.41, 0.12, 0.38, 0.32, 0.66, 0.42, 0.34, 0.21, 0.29, 0.08, 0.20, -0.50, 0.34, 0.34, 0.29, 0.42, 0.37, -0.89, 0.00, 0.23, -0.29, -0.44, 0.30, 0.50, -0.01, -0.76, 0.59, 0.02, 0.37, -0.09, -1.05, 0.56, 0.37, -0.14, 0.40, 0.35, 0.08, 0.27, 0.18, -0.19, 0.04, 0.28, 0.32, 0.28, 0.37, 0.58, 0.29, 0.33, 0.31, 0.51, 0.47, 0.41, 0.24, -0.11, 0.39, 0.43, 0.38, 0.27, 0.40, 0.40, 0.00, 0.45, 0.14, 0.31, 0.42, 0.38, 0.35, 0.32, -0.56, 0.26, -0.34, 0.29, -0.21, 0.65, 0.27, -0.75, 0.27, -0.03, 0.35, -0.50, 0.37, 0.23, 0.29, 0.13, 0.28, 0.50, 0.46, -0.32, 0.47, 0.29, 0.48, 0.49, -0.07, 0.35, 0.05, -0.23, -0.32, -0.31, -0.11, 0.36, 0.41, -0.42, 0.21, -0.79, 0.55, 0.30, -0.54, 0.59, 0.28, 0.22, -0.30, -1.47, 0.44, 0.30, -0.08, 0.36, 0.44, -0.42, 0.26, -0.10, -0.26, 0.32, -0.38, -0.25, -0.67, 0.24, 0.36, -0.95, 0.30, 0.03, 0.32, -1.35]}

***

ΔE to the lowest compared entry with this formula, charge and spin values (in kcal per mole) by entry order: 0.0; 74.3.